Entry from the OMol25 dataset: a single C4H10N2 molecule (ωB97M-V with the def2-TZVPD basis set).

```
16
Properties=species:S:1:pos:R:3
C 0.237 0.454 0.279
C -0.056 1.910 0.121
C 1.568 -0.099 -0.108
N -0.607 -0.273 1.060
C -1.318 -1.021 -0.422
N -0.962 -2.240 -0.712
H -0.139 -1.082 1.460
H -0.745 -0.228 -1.089
H -0.966 -2.856 0.098
H -2.341 -0.634 -0.404
H 0.278 2.284 -0.847
H 0.473 2.470 0.900
H -1.122 2.104 0.249
H 2.209 -0.201 0.773
H 2.078 0.521 -0.844
H 1.412 -1.111 -0.512
```

Output
Multiplicity: 1
Frontier orbital gap (spin up / spin down): 8.204 / 8.201 eV

Entry from the OMol25 dataset: a single C4H10N2 molecule (ωB97M-V with the def2-TZVPD basis set).

```
16
Properties=species:S:1:pos:R:3
C -1.609 -1.504 -0.416
C -1.178 -0.047 -0.476
C 0.061 0.300 0.316
N 0.600 -0.638 1.210
C 0.811 1.366 0.016
N 2.240 1.463 0.194
H -2.578 -1.657 -0.878
H -1.674 -1.821 0.623
H -0.924 -2.148 -0.968
H -1.993 0.593 -0.128
H -1.004 0.192 -1.522
H 1.615 -0.640 1.184
H 0.281 -1.590 1.100
H 0.320 2.099 -0.609
H 2.578 1.956 -0.624
H 2.455 2.077 0.977
```

Output
Multiplicity: 1
Frontier orbital gap: 8.637 eV

Entry from the OMol25 dataset: a single C4H10N2 molecule (ωB97M-V with the def2-TZVPD basis set).

```
16
Properties=species:S:1:pos:R:3
C -2.446 -0.709 -1.881
N -1.946 -0.366 -0.789
C -0.442 -0.116 -0.562
N -0.334 -0.269 0.852
C 1.191 -0.209 1.070
C 1.671 1.233 1.131
H -1.865 -1.012 -2.764
H -3.526 -0.751 -1.973
H 0.127 -0.830 -1.195
H -0.261 0.924 -0.849
H -0.670 -1.193 1.111
H 1.799 -0.787 0.354
H 1.325 -0.687 2.042
H 2.671 1.272 1.560
H 1.703 1.678 0.139
H 1.004 1.821 1.755
```

Output
Multiplicity: 1
Frontier orbital gap: 10.448 eV

Entry from the OMol25 dataset: a 2-piece molecular cluster, C4H10N2 overall (ωB97M-V with the def2-TZVPD basis set).

```
16
Properties=species:S:1:pos:R:3
C 2.357 -0.968 -0.468
C 2.308 -0.106 0.534
N 1.430 1.019 0.548
H 1.987 -0.701 -1.449
H 2.904 -1.889 -0.303
H 2.896 -0.290 1.426
H 1.542 1.545 -0.313
H 0.435 0.808 0.540
C -2.339 0.906 -0.880
N -1.489 0.224 -0.258
C -1.957 -0.959 0.461
H -2.002 1.682 -1.562
H -3.424 0.818 -0.741
H -2.353 -0.669 1.439
H -2.776 -1.434 -0.082
H -1.124 -1.630 0.619
```

Output
Multiplicity: 1
Frontier orbital gap: 9.820 eV

Entry from the OMol25 dataset: a single C4H10N2 molecule (ωB97M-V with the def2-TZVPD basis set).

```
16
Properties=species:S:1:pos:R:3
C 1.583 -1.322 0.063
C 0.066 -1.350 0.125
C -0.638 0.001 0.429
C -0.318 1.289 -0.541
N 1.000 1.566 -0.700
N -1.951 -0.222 0.602
H 1.947 -0.549 -0.609
H 2.030 -2.296 -0.135
H 1.911 -0.997 1.056
H -0.232 -2.000 0.944
H -0.490 -1.724 -0.737
H -0.883 1.110 -1.461
H 1.088 2.581 -0.712
H -0.813 2.151 -0.053
H -2.476 0.652 0.720
H -0.295 0.356 1.425
```

Output
Multiplicity: 1
Frontier orbital gap: 5.329 eV

Entry from the OMol25 dataset: a single C4H10N2 molecule (ωB97M-V with the def2-TZVPD basis set).

```
16
Properties=species:S:1:pos:R:3
H 2.614 0.230 2.043
N 1.824 0.558 1.465
N 0.988 -0.348 1.295
C -0.051 -0.024 0.050
C -0.089 1.425 -0.286
C 0.410 -0.985 -1.056
C -1.386 -0.542 0.419
H -0.650 1.610 -1.256
H -0.618 2.064 0.457
H 0.863 1.797 -0.519
H 0.157 -2.043 -0.857
H 1.330 -0.851 -1.496
H -0.277 -0.664 -1.777
H -1.870 -0.069 1.245
H -1.968 -0.515 -0.461
H -1.276 -1.644 0.733
```

Output
Multiplicity: 1
Frontier orbital gap: 9.720 eV

Q: Which value of multiplicity does entry 1 give?
A: 1